Formula: C31H31INO11PSi
Source: OMol25
Level of theory: ωB97M-V/def2-TZVPD

Each line ends with the Mulliken charge.
Positions of all 77 atoms, in Å:
C 3.7288 0.4161 -0.6113  -0.42
C 4.1732 -1.0977 -1.0576  -0.63
C 3.0449 -2.2621 -0.7503  -0.52
I 2.8508 -2.4122 1.4239  0.17
Si 1.3579 -1.8246 -1.6572  0.36
C 0.0238 -1.1989 -0.4186  0.04
C -1.5185 -1.1589 -1.0535  0.01
C -2.2171 0.2895 -0.6889  0.13
O -2.7221 1.0166 -1.9006  -0.57
O 1.7859 -0.6931 -2.9313  -0.25
C 0.6800 0.2192 -3.2672  0.55
N -0.2778 0.9436 -3.7559  -0.49
P 0.6707 -3.6779 -2.7077  0.30
O 0.0070 -3.2135 -4.1013  -0.64
H 3.5194 1.0167 -1.6208  0.17
H 2.7734 0.4660 0.0791  -0.08
H 4.5992 1.0321 -0.0759  0.31
H 5.1410 -1.3678 -0.4449  0.35
H 4.4897 -1.0969 -2.2042  0.28
H 3.4368 -3.2740 -1.2099  0.41
H -0.0344 -2.0088 0.4566  0.35
H 0.3306 -0.1934 0.1061  -0.54
H -2.1702 -1.9837 -0.4884  -0.13
H -1.5200 -1.4259 -2.1935  0.53
H -3.1857 0.1422 -0.0081  0.11
H -1.4758 1.0106 -0.0959  -0.17
H -3.1879 0.3592 -2.5055  0.34
H -0.3278 -4.4053 -1.9591  0.07
H 1.8442 -4.5164 -2.9809  0.09
O 2.0462 -2.2302 4.3521  -0.59
C 2.1690 -1.4537 5.2894  0.40
C 3.4700 -1.2600 5.9595  -0.33
C 3.6028 -0.4130 6.9849  -0.37
C 2.4552 0.3662 7.4904  0.35
O 2.5780 1.1426 8.4277  -0.57
C 1.1541 0.1725 6.8203  -0.30
C 1.0214 -0.6745 5.7950  -0.29
H 4.3024 -1.8382 5.5765  0.44
H 4.5497 -0.2597 7.4880  0.42
H 0.3218 0.7507 7.2033  0.40
H 0.0745 -0.8278 5.2918  0.41
O -0.3358 1.7482 4.5367  -0.52
C 0.1931 2.6430 3.8916  0.20
C 0.5826 3.9182 4.5251  -0.36
C 1.1584 4.8960 3.8189  -0.46
C 1.4311 4.7427 2.3761  0.06
O 1.9600 5.6375 1.7309  -0.54
C 1.0416 3.4675 1.7425  -0.10
C 0.4658 2.4897 2.4487  -0.17
H 0.3766 4.0150 5.5843  0.44
H 1.4496 5.8377 4.2680  0.42
H 1.2476 3.3707 0.6833  0.52
H 0.1746 1.5480 1.9996  0.49
O 1.1325 1.1088 -8.7071  -0.55
C 0.5703 2.1388 -8.3613  0.31
C 0.1223 3.1377 -9.3516  -0.33
C -0.4899 4.2637 -8.9727  -0.38
C -0.7461 4.5563 -7.5484  0.36
O -1.3084 5.5863 -7.2026  -0.55
C -0.2982 3.5574 -6.5581  -0.31
C 0.3141 2.4314 -6.9371  -0.27
H 0.3169 2.9082 -10.3924  0.40
H -0.8242 5.0071 -9.6860  0.40
H -0.4927 3.7869 -5.5173  0.45
H 0.6483 1.6880 -6.2237  0.44
O -6.3358 -5.8663 3.0526  -0.55
C -5.8069 -4.9716 2.4075  0.32
C -5.4174 -3.6964 3.0410  -0.38
C -4.8416 -2.7185 2.3349  -0.35
C -4.5689 -2.8718 0.8920  0.34
O -4.0400 -1.9770 0.2469  -0.49
C -4.9584 -4.1470 0.2585  -0.29
C -5.5342 -5.1248 0.9646  -0.39
H -5.6234 -3.5996 4.1003  0.40
H -4.5504 -1.7768 2.7839  0.45
H -4.7524 -4.2438 -0.8008  0.46
H -5.8254 -6.0665 0.5155  0.40

## Properties
- HOMO energy: -9.48 eV
- Energy: -3010.49920 Eh
- Frontier orbital gap: 7.446 eV
- SMILES string: CC[C@@H](I)[Si@@](CCCO)(OC#N)[PH2]=O.O=C1C=CC(=O)C=C1.O=C1C=CC(=O)C=C1.O=C1C=CC(=O)C=C1.O=C1C=CC(=O)C=C1



Formula: C3H2N2O3
Source: OMol25
Level of theory: ωB97M-V/def2-TZVPD

Each line ends with the natural charge from an NBO analysis.
Positions of all 10 atoms, in Å:
O 2.4378 0.1529 0.3127  -0.49
C 1.6302 -0.6644 -0.1164  0.52
N 0.3131 -0.2135 -0.0622  -0.36
N -0.7626 -1.1041 -0.0617  -0.25
C -1.7218 -0.3385 0.1237  0.33
O -1.3849 1.0632 0.2502  -0.49
C -0.0132 1.1018 -0.0348  0.85
O 0.6815 2.0364 -0.1733  -0.51
H 1.5694 -1.8226 -0.1230  0.16
H -2.7496 -0.2112 -0.1151  0.23

## Properties
- HOMO energy: -10.50 eV
- Energy above the lowest of the compared OMol25 structures with the same formula, charge and spin: 68.6 kcal per mole
- Energy: -450.69396 Eh
- Frontier orbital gap: 10.613 eV
- SMILES string: O=Cn1ncoc1=O



Formula: CH2BrI
Source: OMol25
Level of theory: ωB97M-V/def2-TZVPD

Each line ends with the natural charge from an NBO analysis.
Positions of all 5 atoms, in Å:
C -0.8849 0.4700 -0.2176  -0.73
Br -0.8625 2.2547 -0.0113  0.12
I -2.6661 -0.4199 0.0798  0.28
H 0.5826 0.0122 1.0628  0.09
H -0.3340 0.3705 -1.2218  0.24

## Properties
- HOMO energy (alpha / beta): -8.90 / -9.44 eV
- Energy above the lowest of the compared OMol25 structures with the same formula, charge and spin: 86.8 kcal per mole
- Energy: -2910.84849 Eh
- Frontier orbital gap (alpha / beta): 8.134 / 8.492 eV



Formula: C5H12N2O2
Source: OMol25
Level of theory: ωB97M-V/def2-TZVPD

Each line ends with the natural charge from an NBO analysis.
Positions of all 21 atoms, in Å:
C 0.8933 0.0892 0.8601  0.52
C 2.1116 -0.7659 0.7569  -0.70
C -2.2650 -0.7868 -0.7785  -0.43
C 0.4070 -0.1570 -1.6461  -0.68
C -0.1164 0.0640 -0.2433  0.29
N 0.5803 0.6140 2.0199  -0.68
O 0.0820 1.9349 -0.2557  -0.47
O -0.9382 2.3476 0.6930  -0.51
N -1.2886 -0.3514 0.2102  -0.63
H -1.6219 1.6561 0.5127  0.47
H 1.0492 0.3263 2.8681  0.40
H -0.1384 1.3591 1.9913  0.46
H 2.8260 -0.2949 0.0774  0.26
H 2.5816 -0.9483 1.7246  0.22
H 1.8675 -1.7424 0.3352  0.25
H -1.9085 -1.6153 -1.4058  0.17
H -3.1546 -1.1423 -0.2562  0.20
H -2.5725 0.0252 -1.4530  0.18
H 0.6402 -1.2124 -1.8126  0.21
H 1.3078 0.4273 -1.8365  0.23
H -0.3423 0.1730 -2.3619  0.24

## Properties
- HOMO energy (alpha / beta): -7.84 / -7.84 eV
- Energy above the lowest of the compared OMol25 structures with the same formula, charge and spin: 141.0 kcal per mole
- Energy: -457.52416 Eh
- Frontier orbital gap (alpha / beta): 8.103 / 8.104 eV